1.
{
  "formula": "C2H6N3S2",
  "method": "wB97M-V/def2-TZVPD",
  "homo_energy_ev": -13.18,
  "gap_ha": 0.316,
  "e_above_lowest_kcal_mol": 0.0,
  "lumo_ha": -0.16787,
  "total_charge": 1,
  "smiles": "NC(N)=[NH+]C(=S)S",
  "symbols": ["N", "C", "N", "N", "C", "S", "S", "H", "H", "H", "H", "H", "H"],
  "positions_angstrom": [[1.591, -0.705, 0.055], [0.474, 0.053, 0.032], [0.758, 1.344, -0.105], [-0.819, -0.527, 0.098], [-2.053, 0.140, 0.089], [-2.308, 1.736, 0.046], [-3.264, -1.122, -0.082], [2.471, -0.388, -0.233], [1.622, -1.549, 0.651], [1.675, 1.704, -0.335], [-0.035, 1.902, -0.388], [-0.704, -1.473, 0.415], [-4.285, -0.401, 0.421]]
}

2.
{
  "formula": "C2H6N4",
  "method": "wB97M-V/def2-TZVPD",
  "homo_energy_ev": -9.18,
  "gap_ha": 0.379,
  "e_above_lowest_kcal_mol": 0.8,
  "lumo_ha": 0.04208,
  "total_charge": 0,
  "smiles": "[H]/N=C(N)/C(N)=N/[H]",
  "symbols": ["H", "N", "C", "N", "C", "N", "N", "H", "H", "H", "H", "H"],
  "positions_angstrom": [[0.593, -1.734, -1.808], [0.871, -0.975, -1.172], [-0.116, -0.569, -0.473], [-1.411, -1.005, -0.485], [0.123, 0.569, 0.504], [1.420, 0.974, 0.511], [-0.876, 0.997, 1.152], [-0.621, 1.753, 1.787], [-2.045, -0.596, 0.200], [-1.701, -1.852, -0.996], [2.044, 0.607, -0.214], [1.719, 1.831, 0.996]]
}